{
  "formula": "C17H17ClF2N2S2",
  "method": "wB97M-V/def2-TZVPD",
  "smiles": "C[C@H](CNC(=S)Nc1cc(F)cc(F)c1)CSc1ccc(Cl)cc1",
  "multiplicity": 1,
  "de_lowest_kj_mol": 0.00,
  "orbital_gap_ev": 8.5,
  "symbols": ["C", "C", "C", "N", "C", "S", "N", "C", "C", "C", "F", "C", "C", "F", "C", "C", "S", "C", "C", "C", "C", "Cl", "C", "C", "H", "H", "H", "H", "H", "H", "H", "H", "H", "H", "H", "H", "H", "H", "H", "H", "H"],
  "xyz": [[-0.5397, 2.2754, 0.4747], [0.3309, 1.2583, -0.2589], [-0.4851, 0.4246, -1.2613], [-1.4580, -0.4368, -0.6375], [-1.2644, -1.7526, -0.4436], [0.0854, -2.5678, -0.9371], [-2.2266, -2.4633, 0.2235], [-3.5403, -2.1464, 0.5303], [-4.1389, -2.8061, 1.6069], [-5.4511, -2.5285, 1.9303], [-6.0068, -3.1689, 2.9704], [-6.2141, -1.6109, 1.2279], [-5.6042, -0.9909, 0.1534], [-6.3113, -0.1107, -0.5748], [-4.2950, -1.2387, -0.2151], [1.0520, 0.3493, 0.7339], [2.3376, 1.2396, 1.6678], [3.5610, 1.6252, 0.4520], [3.6937, 0.9571, -0.7583], [4.6927, 1.3205, -1.6434], [5.5660, 2.3441, -1.3162], [6.8103, 2.7973, -2.4282], [5.4527, 3.0077, -0.1033], [4.4500, 2.6484, 0.7735], [-1.0319, 2.9399, -0.2314], [0.0770, 2.8756, 1.1390], [-1.2981, 1.7811, 1.0796], [1.0806, 1.8023, -0.8438], [0.1823, -0.2156, -1.8427], [-1.0103, 1.0996, -1.9437], [-2.1986, 0.0170, -0.1232], [-1.9132, -3.3834, 0.5054], [-3.5877, -3.5288, 2.1871], [-7.2357, -1.4028, 1.4955], [-3.9054, -0.7676, -1.1024], [0.3681, -0.0094, 1.5040], [1.5039, -0.5146, 0.2494], [3.0374, 0.1445, -1.0249], [4.7935, 0.8023, -2.5840], [6.1400, 3.8000, 0.1475], [4.3463, 3.1561, 1.7201]],
  "mulliken_charge": [-1.684, 1.091, -1.785, -0.016, 0.296, -0.435, -0.146, 0.350, -0.733, 0.334, -0.312, -0.696, 0.329, -0.307, -0.601, -1.031, -0.219, 0.597, -0.224, -0.800, 0.300, -0.221, -0.630, -0.564, 0.393, 0.434, 0.354, 0.429, 0.422, 0.442, 0.354, 0.250, 0.444, 0.489, 0.695, 0.433, 0.397, 0.375, 0.415, 0.407, 0.377]
}



{
  "formula": "C17H17F6N5O5PdS2SeSi",
  "method": "wB97M-V/def2-TZVPD",
  "total_charge": 2,
  "multiplicity": 1,
  "de_lowest_kj_mol": 65.86,
  "orbital_gap_ev": 7.7,
  "symbols": ["Pd", "Se", "N", "C", "C", "C", "C", "C", "N", "C", "C", "N", "C", "C", "C", "C", "C", "N", "H", "H", "H", "H", "H", "H", "F", "C", "F", "F", "S", "O", "O", "N", "S", "O", "O", "C", "F", "F", "F", "C", "Si", "C", "C", "H", "H", "H", "H", "H", "H", "H", "H", "H", "O", "H", "H"],
  "xyz": [[-0.4233, 0.6390, -0.3377], [5.2865, -0.4769, 4.4451], [5.2124, -0.1653, 2.7031], [3.9454, -0.1092, 2.3779], [3.4796, 0.1525, 1.0226], [4.3185, 0.3485, -0.0790], [3.7525, 0.5787, -1.3143], [2.3678, 0.6239, -1.4465], [1.5667, 0.4418, -0.3996], [2.1057, 0.2048, 0.8199], [1.1620, -0.0199, 1.8941], [-0.1479, 0.0317, 1.5521], [-1.0752, -0.1891, 2.4800], [-0.7298, -0.4815, 3.7958], [0.5974, -0.5328, 4.1621], [1.5761, -0.2986, 3.1907], [3.0105, -0.3297, 3.4427], [3.5268, -0.5628, 4.6232], [5.3918, 0.3158, 0.0558], [4.3639, 0.7355, -2.1915], [1.8949, 0.8288, -2.3964], [-2.1068, -0.1075, 2.1707], [-1.5182, -0.6511, 4.5150], [0.8968, -0.7466, 5.1800], [-0.1267, 3.7399, -0.5059], [-0.3023, 4.0179, -1.8006], [-0.9784, 5.1281, -1.9450], [0.8799, 4.0985, -2.3842], [-1.2063, 2.6103, -2.6133], [-0.3324, 1.4301, -2.2707], [-1.2887, 2.8977, -3.9932], [-2.6391, 2.4336, -1.9788], [-2.9782, 2.3189, -0.4432], [-2.8815, 3.4897, 0.3482], [-2.3586, 1.0935, 0.1618], [-4.7468, 1.7896, -0.5370], [-5.1651, 1.6025, 0.7006], [-4.8133, 0.6302, -1.2044], [-5.4607, 2.7000, -1.1445], [-2.1727, -3.2671, -0.3777], [-0.6150, -2.6734, -1.1402], [0.8614, -2.8819, -0.0672], [-0.2279, -2.5484, -2.9279], [-1.9545, -4.1211, 0.2681], [-2.9097, -3.5459, -1.1294], [-2.6062, -2.4877, 0.2535], [1.0695, -3.9594, -0.1636], [0.6789, -2.6908, 0.9896], [1.7488, -2.3551, -0.4145], [-1.0364, -2.9486, -3.5399], [0.6986, -3.0872, -3.1379], [-0.0713, -1.5051, -3.2127], [-2.2252, -0.9353, -1.8625], [-3.0904, -0.7306, -1.4817], [-2.2039, -0.4731, -2.7115]],
  "mulliken_charge": [0.947, 0.387, -0.830, 0.935, 0.153, -0.621, -1.060, -0.496, 0.341, 0.013, 0.049, 0.120, -0.344, -1.099, -0.526, 0.177, 0.886, -0.829, 0.597, 0.484, 0.638, 0.640, 0.469, 0.595, -0.186, 0.693, -0.182, -0.200, 0.844, -0.538, -0.569, -0.377, 0.970, -0.556, -0.375, 0.503, -0.176, -0.213, -0.153, -1.032, 0.593, -0.855, -1.033, 0.416, 0.374, 0.290, 0.574, 0.279, 0.252, 0.383, 0.403, 0.280, -0.508, 0.208, 0.265]
}



{
  "formula": "C17H17IrN2O3",
  "method": "wB97M-V/def2-TZVPD",
  "total_charge": 1,
  "multiplicity": 2,
  "de_lowest_kj_mol": 16.30,
  "orbital_gap_ev": [7.2, 6.3],
  "symbols": ["Ir", "O", "C", "C", "C", "C", "C", "C", "C", "N", "C", "C", "N", "C", "C", "C", "C", "C", "C", "C", "O", "H", "H", "H", "H", "H", "H", "H", "H", "H", "H", "H", "H", "H", "H", "C", "O", "H", "H", "H"],
  "xyz": [[0.5066, -1.0479, -0.0353], [2.3174, -0.3146, 0.1019], [2.6594, 0.6237, 0.9671], [3.8130, 1.3709, 0.6871], [4.2024, 2.3832, 1.5294], [3.4883, 2.6802, 2.7013], [2.3987, 1.9219, 3.0243], [1.9612, 0.8750, 2.1795], [0.9080, 0.0430, 2.6483], [0.3936, -0.9452, 1.9851], [-0.6667, -1.7771, 2.5924], [-1.2365, -2.6937, 1.5026], [-1.3108, -1.8640, 0.3056], [-2.3504, -1.7051, -0.4262], [-2.4461, -0.6529, -1.3987], [-3.5275, -0.6336, -2.2935], [-3.7098, 0.4213, -3.1552], [-2.8181, 1.4954, -3.1089], [-1.7530, 1.5084, -2.2314], [-1.5423, 0.4328, -1.3680], [-0.5205, 0.5455, -0.5039], [4.3636, 1.1390, -0.2137], [5.0836, 2.9620, 1.2842], [3.8076, 3.4883, 3.3433], [1.8560, 2.1061, 3.9436], [0.5496, 0.2207, 3.6624], [-0.2632, -2.3731, 3.4109], [-1.4468, -1.1231, 2.9873], [-0.5576, -3.5254, 1.3047], [-2.2100, -3.0898, 1.7922], [-3.2214, -2.3332, -0.2433], [-4.2217, -1.4654, -2.2915], [-4.5378, 0.4274, -3.8490], [-2.9593, 2.3356, -3.7763], [-1.0627, 2.3399, -2.1927], [0.8158, -0.7095, -3.0183], [0.7331, -1.5072, -1.8572], [-0.1608, -0.6872, -3.5078], [1.5327, -1.1838, -3.6882], [1.1323, 0.3115, -2.7945]],
  "mulliken_charge": [1.239, -0.860, 0.812, -0.487, -0.375, -0.717, -0.716, 0.449, -0.112, -0.166, -0.588, -0.800, -0.092, -0.030, 0.500, -0.779, -0.693, -0.463, -0.238, 0.357, -0.778, 0.453, 0.387, 0.418, 0.357, 0.398, 0.436, 0.390, 0.277, 0.451, 0.410, 0.418, 0.432, 0.408, 0.459, -0.548, -0.409, 0.244, 0.295, 0.262]
}



{
  "formula": "C17H17N3O3S",
  "method": "wB97M-V/def2-TZVPD",
  "multiplicity": 1,
  "de_lowest_kj_mol": 1478.73,
  "orbital_gap_ev": 8.3,
  "symbols": ["C", "H", "O", "C", "C", "C", "C", "C", "C", "N", "C", "O", "C", "C", "C", "O", "H", "H", "H", "S", "C", "N", "C", "C", "C", "N", "C", "H", "H", "H", "H", "C", "H", "H", "H", "H", "H", "H", "H", "H", "H"],
  "xyz": [[-0.9965, -1.6589, 2.3310], [-0.0146, -1.5861, 2.8797], [-0.8217, -0.4747, 1.3387], [-1.9516, -0.3959, 0.4724], [-3.0331, -1.4231, 0.1294], [-4.0645, -1.0626, -0.6378], [-4.0197, 0.0428, -1.2913], [-2.9269, 1.0958, -1.3558], [-2.0114, 0.8424, -0.3557], [-0.8861, 1.7011, 0.0032], [-0.0999, 2.4315, -0.9277], [-0.2946, 2.2493, -2.2370], [0.9824, 2.9347, -0.3131], [0.4632, 3.2864, 1.2664], [-0.7534, 2.2424, 1.1523], [-1.5195, 2.0033, 2.3515], [1.2220, 2.7235, 2.0154], [0.0774, 4.1492, 1.5832], [1.1145, 4.1934, -0.7632], [2.6690, 2.5758, -0.1120], [2.4549, 0.7892, -0.3795], [3.4255, 0.1778, 0.2495], [3.4412, -1.1240, 0.0291], [2.2540, -1.7677, -0.4202], [1.2770, -0.8052, -1.2294], [1.4493, 0.3544, -0.7893], [0.0870, -1.6725, -1.7063], [0.4284, -1.9547, -2.5675], [-0.5911, -0.6920, -1.9684], [-0.5059, -2.1308, -0.9702], [2.2605, -2.7723, -0.7958], [4.5805, -2.0637, 0.3233], [5.5486, -1.6479, -0.0199], [4.4481, -3.2240, 0.2264], [4.7098, -1.9520, 1.5233], [-2.7890, 2.1843, -1.7749], [-4.6405, 0.3757, -2.3912], [-4.8173, -1.6563, -0.5775], [-3.1586, -2.1079, 0.8776], [-1.1305, -2.4855, 1.8041], [-1.8668, -1.6947, 3.0268]],
  "mulliken_charge": [-1.088, 0.231, -0.148, 0.766, -0.455, -0.716, -0.624, -0.162, -0.603, 0.713, -0.391, -0.654, 0.421, -0.890, 0.704, -0.712, 0.246, 0.460, 0.395, -0.159, 0.409, -0.598, 0.806, -0.804, 0.625, 0.022, -1.440, 0.727, 0.187, 0.313, 0.320, -1.161, 0.321, 0.303, 0.249, 0.305, 0.115, 0.665, 0.452, 0.529, 0.322]
}



{
  "formula": "C17H17N3OS2",
  "method": "wB97M-V/def2-TZVPD",
  "smiles": "O=C(Nc1nsc2ncc(-c3cccs3)cc12)C1CCCCC1",
  "multiplicity": 1,
  "de_lowest_kj_mol": 7.52,
  "orbital_gap_ev": 8.1,
  "symbols": ["O", "C", "N", "C", "N", "S", "C", "N", "C", "C", "C", "C", "C", "C", "S", "C", "C", "C", "C", "C", "C", "C", "C", "H", "H", "H", "H", "H", "H", "H", "H", "H", "H", "H", "H", "H", "H", "H", "H", "H"],
  "xyz": [[0.7335, -3.1963, -3.4355], [0.6606, -2.7552, -2.2826], [0.0851, -1.5411, -1.9015], [-0.5804, -0.6264, -2.7215], [-0.7415, -0.6960, -4.0182], [-1.7615, 0.5417, -4.5675], [-2.0053, 1.1179, -2.9544], [-2.8028, 2.1640, -2.6298], [-2.8345, 2.6335, -1.3901], [-2.0534, 2.0000, -0.3798], [-2.0985, 2.5613, 0.9996], [-1.7461, 1.8060, 2.1023], [-1.8814, 2.5038, 3.3314], [-2.3482, 3.7929, 3.1289], [-2.5569, 4.1962, 1.4259], [-1.2379, 0.9096, -0.7093], [-1.2679, 0.4391, -2.0359], [1.3008, -3.5335, -1.1630], [2.7683, -3.0729, -0.9959], [3.4282, -3.7837, 0.1996], [2.5994, -3.6281, 1.4899], [1.1959, -4.1990, 1.2588], [0.5334, -3.4003, 0.1447], [0.0697, -1.3264, -0.9055], [-3.4750, 3.4857, -1.1044], [-1.4114, 0.7700, 1.9931], [-1.7192, 2.0425, 4.2849], [-2.5433, 4.4870, 3.9176], [-0.6991, 0.3724, 0.0373], [1.3467, -4.6170, -1.4544], [2.8121, -2.0129, -0.8187], [3.2770, -3.2556, -1.9711], [3.4787, -4.8218, -0.0507], [4.4191, -3.3732, 0.3690], [3.0838, -4.1824, 2.3146], [2.4995, -2.5508, 1.7689], [1.2842, -5.2553, 0.9958], [0.6003, -4.1646, 2.1729], [0.5291, -2.3522, 0.4003], [-0.4699, -3.7650, -0.0653]],
  "mulliken_charge": [-0.632, 0.067, 0.376, 0.207, -0.646, -0.056, -0.183, -0.598, -0.477, 0.766, 0.109, -0.432, -0.588, -0.420, -0.137, -0.237, 0.909, 0.480, -0.835, -0.762, -0.535, -0.931, -0.668, -0.159, 0.324, 0.327, 0.390, 0.451, 0.300, 0.416, 0.321, 0.326, 0.390, 0.349, 0.324, 0.280, 0.409, 0.363, 0.076, 0.337]
}



{
  "formula": "C17H17N5O5STeZn",
  "method": "wB97M-V/def2-TZVPD",
  "total_charge": -2,
  "multiplicity": 1,
  "de_lowest_kj_mol": 255.92,
  "orbital_gap_ev": 4.9,
  "symbols": ["Zn", "N", "C", "C", "C", "C", "C", "C", "S", "O", "O", "N", "C", "N", "C", "C", "C", "N", "H", "H", "H", "H", "H", "H", "H", "H", "H", "O", "C", "O", "C", "C", "C", "C", "C", "N", "H", "H", "H", "H", "C", "O", "H", "H", "H", "H", "Te"],
  "xyz": [[1.1056, -0.6770, -0.6875], [-4.8267, 4.3076, -2.4468], [-3.5883, 3.8525, -1.9433], [-3.1041, 4.3491, -0.7322], [-1.8993, 3.8950, -0.2293], [-1.1595, 2.9485, -0.9287], [-1.6121, 2.4819, -2.1478], [-2.8190, 2.9420, -2.6590], [0.1968, 2.2070, -0.0064], [1.0188, 1.4306, -0.9646], [0.9491, 3.3038, 0.5738], [-0.6607, 1.3383, 0.9574], [0.0578, 0.4795, 1.8418], [0.5743, -0.6171, 1.2795], [1.3965, -1.5243, 2.0838], [1.4673, -1.0982, 3.5206], [0.8368, 0.0129, 3.9219], [0.0898, 0.8436, 3.1117], [-5.4521, 4.5986, -1.7123], [-5.2736, 3.6408, -3.0561], [-3.6936, 5.0739, -0.1796], [-1.5171, 4.2412, 0.7222], [-1.0323, 1.7362, -2.6788], [-3.1814, 2.5781, -3.6152], [0.9840, -2.5465, 2.0052], [2.0411, -1.7162, 4.2019], [0.8941, 0.3423, 4.9590], [2.5641, -4.3082, -2.5285], [2.1059, -3.4586, -1.7895], [0.9631, -2.8019, -2.0440], [2.7129, -3.1281, -0.4531], [3.3098, -4.1487, 0.2427], [3.8847, -3.8339, 1.5201], [3.7009, -2.6226, 2.0640], [2.8054, -1.6058, 1.4038], [2.6172, -1.8523, -0.0300], [3.3617, -5.1374, -0.1884], [4.5003, -4.5804, 2.0161], [4.1410, -2.3397, 3.0148], [3.2399, -0.6030, 1.5215], [-2.4059, -1.3858, -1.2592], [-1.2655, -0.5882, -1.1008], [-3.2885, -0.7737, -1.4935], [-2.6206, -1.9813, -0.3638], [-2.2228, -2.0669, -2.0922], [-1.3343, -0.0193, -0.2871], [1.4383, -1.1883, -3.3440]],
  "mulliken_charge": [0.118, -0.648, 1.147, -0.609, -0.721, -0.368, -0.074, -0.748, 1.436, -0.635, -0.766, -0.410, 0.223, 0.093, 0.412, -0.825, -0.371, -0.792, 0.228, 0.229, 0.243, 0.379, 0.372, 0.279, 0.089, 0.352, 0.372, -0.667, 0.175, -0.520, 0.762, -0.770, -0.166, -0.950, 0.375, -0.260, 0.399, 0.368, 0.401, 0.175, -0.865, -0.178, 0.259, 0.289, 0.238, 0.252, -0.320]
}